# 1
Below is a 5-piece molecular cluster, C27H41Cl16F6N2O10P2 overall, with properties calculated with wB97M-V/def2-TZVPD.

Structure (XYZ):
```
104
Properties=species:S:1:pos:R:3
C -4.70602 -0.07830 -1.54647
O -3.66102 0.00938 -2.48079
C -3.33521 -1.22967 -3.09224
C -2.27192 -0.99159 -4.15798
C -0.82274 -1.10046 -3.65210
C -0.48955 -0.00716 -2.63615
C 1.01878 0.22341 -2.43545
C 1.78672 -0.46035 -1.29227
P 1.29711 -0.29294 0.52386
C 1.08790 -0.37036 2.43833
C -0.25585 0.04810 3.02096
C -0.37276 -0.30289 4.53283
C -1.76260 -0.80676 4.88955
O -2.63416 0.28196 5.21945
C 2.81430 -1.53814 0.86631
O 3.87081 -1.22273 1.32800
N 2.63809 -3.01949 0.51985
C 3.70950 -3.55024 -0.15471
O 4.17180 -3.21386 -1.19283
F 4.21136 -4.64110 0.49111
P -0.21865 -2.03774 0.38909
O -0.21124 -2.82472 -0.87087
O -1.73929 -1.49305 0.62919
O -0.02771 -3.01582 1.68803
O 2.42469 1.06226 0.70085
C 1.83343 2.32345 0.80642
C 1.98355 2.97592 2.18934
C 3.31716 2.59436 2.84537
C 3.25068 2.55122 4.38269
C 4.33014 1.64387 4.97485
N 3.87826 0.23345 4.91949
C 4.08127 -0.49377 6.12739
C 3.11590 -1.63417 6.32025
O 4.93257 -0.22802 6.94595
C 0.41568 2.16257 0.15803
C -0.70658 3.16091 0.44854
F -0.18271 4.38457 0.71698
F -1.42785 3.30356 -0.71353
C -1.80413 2.89697 1.52051
F -1.35834 3.21423 2.74154
F -2.85469 3.71305 1.27496
F -2.26389 1.65984 1.51381
O 0.02436 0.84234 0.24089
H -5.46692 -0.80399 -1.86144
H -5.17853 0.90170 -1.47262
H -4.35214 -0.35771 -0.54773
H -4.24640 -1.61562 -3.56996
H -2.96659 -1.95836 -2.35830
H -2.43895 -1.66660 -5.00041
H -2.44275 0.02509 -4.52707
H -0.17216 -0.96706 -4.51500
H -0.68711 -2.08222 -3.19870
H -1.02996 -0.16013 -1.70935
H -0.90029 0.92250 -3.05032
H 1.49510 -0.14055 -3.35537
H 1.20833 1.29888 -2.46634
H 1.88877 -1.52331 -1.52637
H 2.80418 -0.06928 -1.32293
H 1.85827 0.23116 2.92063
H 1.28146 -1.39491 2.77466
H -0.32148 1.12538 2.95100
H -1.09140 -0.43434 2.51728
H -0.21461 0.60417 5.11977
H 0.36905 -1.05328 4.80833
H -1.74829 -1.48177 5.75254
H -2.18980 -1.37305 4.05626
H -3.33217 0.33926 4.56259
H 2.53776 -3.51656 1.40141
H -2.26764 -1.90578 -0.06829
H -0.89542 -3.17876 2.07884
H 2.38240 2.96103 0.09778
H 1.12753 2.76717 2.83711
H 1.96532 4.05730 2.03907
H 4.03390 3.37937 2.59014
H 3.66719 1.63878 2.45818
H 3.31224 3.56488 4.78644
H 2.27614 2.15260 4.67971
H 4.54575 1.92500 6.00229
H 5.23175 1.75289 4.36838
H 4.39633 -0.25253 4.19169
H 3.33944 -2.15008 7.25012
H 2.09824 -1.24933 6.33517
H 3.21927 -2.32994 5.48498
H 0.61548 2.42186 -0.89195
C -4.00341 3.03785 -4.50003
Cl -5.12395 4.41637 -4.52513
Cl -3.00556 3.15141 -3.05917
Cl -4.92982 1.53827 -4.48423
Cl -3.02706 3.11285 -5.98397
C -6.25900 -1.71679 3.91724
Cl -5.84529 -0.04537 3.51465
Cl -6.48385 -2.63521 2.42542
Cl -4.95686 -2.43569 4.86265
Cl -7.75747 -1.74079 4.85500
C 0.92001 1.38971 -8.65677
Cl 0.88461 -0.36934 -8.68361
Cl 2.43267 1.94319 -7.93466
Cl 0.80510 1.99447 -10.31937
Cl -0.44181 2.01583 -7.71781
C 1.19955 -3.75898 -11.09311
Cl 0.95969 -5.20102 -12.08889
Cl 1.13449 -2.32060 -12.11800
Cl -0.07165 -3.66775 -9.87352
Cl 2.77117 -3.84435 -10.29799
```

As for the total charge: -1. As for the LUMO energy: 1.42 eV. As for the gap between HOMO and LUMO: 6.90 eV. As for the spin multiplicity: 1. As for the HOMO energy: -5.49 eV.

Löwdin atomic charge list, values in e, 5 entries: number 1, C, carries -0.131; number 2, O, carries -0.312; number 3, C, carries -0.238; number 4, C, carries -0.178; number 5, C, carries -0.193

# 2
Below is C11H10AsN3OS7Ta as an isolated structure, with properties calculated with wB97M-V/def2-TZVPD.

Structure (XYZ):
```
34
Properties=species:S:1:pos:R:3
Ta 0.30477 0.01978 -0.72653
S -0.57648 0.00962 1.66671
C 0.71164 1.12084 1.98038
C 1.04123 1.70970 3.19803
C 2.10800 2.58323 3.23097
C 2.81563 2.84533 2.06186
C 2.42789 2.22121 0.89488
N 1.39320 1.37897 0.85782
H 0.46244 1.47269 4.07905
H 2.39229 3.05898 4.16112
H 3.65873 3.52036 2.05156
H 2.94940 2.36973 -0.03987
S 2.24594 1.04418 -2.07168
As 2.64332 -1.10504 -2.08315
S 2.29709 -1.41197 0.06577
S 0.54558 -1.46136 -2.69705
S 4.23158 -1.99163 -3.04958
S -2.11715 -0.16325 -1.35538
C -2.17397 1.55436 -1.46675
S -0.63934 2.28554 -1.13551
C -3.30141 2.27019 -1.77291
C -4.53722 1.61520 -2.03887
N -5.53782 1.08966 -2.25939
C -3.28514 3.69245 -1.82660
N -3.27465 4.84301 -1.87404
C -1.05569 -4.61446 0.37397
C -0.59003 -3.54012 -0.58567
O -0.67540 -2.25036 0.04002
H -1.02258 -5.58952 -0.11406
H -2.07672 -4.42365 0.70489
H -0.40659 -4.65855 1.25168
H -1.22820 -3.48653 -1.46517
H 0.43480 -3.71427 -0.91926
H -0.16515 -2.29430 0.86276
```

As for the total charge: -1. As for the LUMO energy: 1.30 eV. As for the gap between HOMO and LUMO: 6.96 eV. As for the spin multiplicity: 1. As for the HOMO energy: -5.65 eV.

natural (NBO) atomic charge list, values in e, 5 entries: number 1, Ta, carries 0.819; number 2, S, carries -0.088; number 3, C, carries 0.095; number 4, C, carries -0.269; number 5, C, carries -0.138

# 3
Below is an isolated ion of composition C5H12N4P and charge +1, with properties calculated with wB97M-V/def2-TZVPD.

Structure (XYZ):
```
22
Properties=species:S:1:pos:R:3
C 2.38977 -0.84831 0.05710
C 1.78195 0.49303 -0.41580
P 0.13316 0.34858 -1.23180
C -0.93455 1.80975 -0.76376
C -0.68169 2.38514 0.66297
C -0.80420 -1.10758 -0.56242
N -1.46286 -1.88481 -1.41943
N -2.06786 -2.80916 -0.71421
N -1.79500 -2.62469 0.50035
N -1.00612 -1.56559 0.66402
H 2.64120 -1.47780 -0.79593
H 3.33984 -0.61181 0.53552
H 1.76076 -1.35482 0.78940
H 2.45277 0.89435 -1.17535
H 1.81146 1.19087 0.42340
H -0.82432 2.54316 -1.55806
H -1.96605 1.45397 -0.78598
H -0.08736 1.71818 1.28624
H -1.64403 2.45959 1.16824
H -0.22321 3.36558 0.57458
H -2.16938 -3.21426 1.23981
H -0.64430 -1.16337 1.52109
```

As for the total charge: +1. As for the LUMO energy: -4.67 eV. As for the gap between HOMO and LUMO: 7.77 eV. The energy above the lowest of the compared OMol25 structures with the same formula, charge and spin comes out at 0.000 eV. As for the SMILES: CCP(CC)c1nn[nH][nH+]1. As for the spin multiplicity: 1. As for the HOMO energy: -12.44 eV.

natural (NBO) atomic charge list, values in e, 5 entries: number 1, C, carries -0.605; number 2, C, carries -0.711; number 3, P, carries 0.792; number 4, C, carries -0.679; number 5, C, carries -0.620

# 4
Below is C2AgLiO2 as an isolated structure, with properties calculated with wB97M-V/def2-TZVPD.

Structure (XYZ):
```
6
Properties=species:S:1:pos:R:3
O -0.44700 -0.16454 -0.86948
C -0.56699 0.30278 0.19496
C -0.12498 0.20711 1.38308
O 0.16110 0.16690 2.52554
Ag 1.05079 -1.66801 -0.49570
Li -0.07291 1.15576 -2.73840
```

As for the expectation value of S²: 0.771. As for the total charge: +1. As for the LUMO energy (alpha / beta): -5.75 / -5.70 eV. As for the gap between HOMO and LUMO (alpha / beta): 5.53 / 5.17 eV. The energy above the lowest of the compared OMol25 structures with the same formula, charge and spin comes out at 1.210 eV. As for the spin multiplicity: 2. As for the HOMO energy (alpha / beta): -11.28 / -10.87 eV.

natural (NBO) atomic charge list, values in e, 5 entries: number 1, O, carries -0.860; number 2, C, carries 0.071; number 3, C, carries 0.363; number 4, O, carries -0.428; number 5, Ag, carries 0.872